1.
Entry from the OMol25 dataset: a 8-piece molecular cluster, C4H23NO8 overall at a distorted geometry (the ωB97M-V functional and the def2-TZVPD basis).

SMILES: CCNC(C)=O.O.O.O.O.O.O.O
Lowest unoccupied orbital energy: 0.14 eV
Frontier orbital gap: 9.53 eV
Energy relative to the best compared isomer or geometry (same formula, charge and spin): 68.2 kJ/mol

Each line ends with the Mulliken charge.
Atoms and positions in Å:
H (0.96, -0.70, 2.65)  0.3287
C (-1.42, -0.10, -2.29)  -1.2823
H (-1.63, 2.70, 1.83)  0.2497
H (2.03, 2.16, 0.94)  0.3012
H (-0.01, 2.81, 1.76)  0.3198
H (1.04, -4.12, -1.13)  0.3040
H (1.79, 1.60, -2.56)  0.2582
C (-0.95, 1.05, -1.46)  -0.5974
O (2.16, 0.10, 0.05)  -0.7040
H (-2.02, -3.34, -1.76)  0.2897
C (1.35, 0.43, -0.82)  0.5630
O (-0.85, 2.69, 1.27)  -0.5924
H (2.77, 0.09, -2.19)  0.3306
H (1.70, 2.73, 3.18)  0.2995
H (-1.04, -0.05, -3.29)  0.3889
H (-1.67, 1.64, -0.87)  0.4866
H (0.68, 1.45, 3.46)  0.4067
H (-0.97, -1.05, -2.00)  0.4158
H (-0.58, 1.83, -2.12)  0.3083
N (0.08, 0.71, -0.43)  0.2203
H (-2.01, -2.34, 2.66)  0.3045
H (1.32, 3.21, 0.25)  0.3251
H (-1.73, -2.07, 1.18)  0.2981
O (-1.39, -2.55, 1.94)  -0.6074
C (1.77, 0.55, -2.30)  -1.1605
O (2.19, 3.07, 0.65)  -0.6140
O (0.95, -0.36, 3.57)  -0.6738
O (0.20, -4.24, -0.68)  -0.6063
H (-0.30, 0.73, 0.50)  0.2658
O (-2.45, -2.62, -2.25)  -0.6273
H (1.10, -0.03, -2.94)  0.2698
O (0.80, 2.40, 3.23)  -0.6855
H (-2.48, -0.30, -2.35)  0.2849
H (-3.32, -2.79, -1.84)  0.2933
H (1.63, -0.97, 3.90)  0.3192
H (0.33, -4.34, 0.27)  0.3190

***

2.
Entry from the OMol25 dataset: a single C2H3FO2S molecule at a distorted geometry (the ωB97M-V functional and the def2-TZVPD basis).

SMILES: CC(=O)OSF
Lowest unoccupied orbital energy: -0.14 eV
Frontier orbital gap: 9.67 eV
Energy relative to the best compared isomer or geometry (same formula, charge and spin): 91.6 kJ/mol

Each line ends with the Mulliken charge.
Atoms and positions in Å:
H (0.50, -0.60, -1.08)  0.2757
O (-1.89, 1.37, -0.52)  -0.3081
C (-0.11, -0.10, -0.31)  -0.7638
F (-2.32, 3.82, 0.22)  -0.2544
O (0.10, 2.19, -1.18)  -0.4923
H (0.58, 0.03, 0.58)  0.2289
C (-0.55, 1.29, -0.75)  0.7038
S (-2.80, 2.72, -0.97)  0.2992
H (-1.05, -0.48, -0.14)  0.3112

***

3.
Entry from the OMol25 dataset: a 2-piece molecular cluster, C11H17N4O7S overall at a distorted geometry (the ωB97M-V functional and the def2-TZVPD basis).

Lowest unoccupied orbital energy: -4.36 eV
Charge: +1
Frontier orbital gap: 8.23 eV

Each line ends with the Mulliken charge.
Atoms and positions in Å:
N (-1.40, 0.41, 0.96)  -0.0004
H (3.12, 1.50, 0.97)  0.3691
H (0.44, 1.77, -1.65)  0.3143
C (0.83, -1.32, 3.11)  -0.5124
C (-1.56, -0.27, -2.90)  -0.8860
C (0.85, 0.22, -3.23)  1.1374
C (0.96, -0.82, -4.24)  -0.9890
O (-4.74, 1.60, 2.40)  -0.5518
H (-2.67, 1.68, 3.32)  0.1392
S (-3.36, 1.70, 2.14)  0.9621
O (1.78, 0.93, -2.87)  -0.6441
H (4.79, -0.27, 1.69)  0.2731
H (-1.24, 1.06, 0.18)  0.1704
O (-2.41, -1.98, -4.28)  -0.5668
H (3.66, 1.41, 2.60)  0.4796
C (-0.48, 0.44, -2.58)  0.3067
H (-1.00, -0.53, 3.35)  0.3467
N (-0.50, -0.98, 2.59)  -0.3331
H (1.34, -1.97, 2.41)  0.3614
H (0.81, 0.84, 0.42)  0.1874
H (-0.98, -2.87, -5.54)  0.3659
C (-1.46, -1.31, -3.93)  0.8807
O (-0.48, 1.41, -1.64)  -0.7543
H (3.73, -0.54, 0.52)  0.2028
C (1.71, 0.63, 2.25)  0.2094
O (-0.08, -2.50, -5.48)  -0.5330
O (1.55, -0.16, 3.39)  -0.3974
H (0.71, -1.86, 4.04)  0.3973
C (-2.78, 0.19, 1.33)  -0.7593
N (3.81, -0.42, 1.52)  -0.5942
H (-2.52, -0.11, -2.43)  0.4836
C (3.13, 0.85, 1.85)  -0.7386
H (1.30, 1.62, 2.49)  0.2662
C (-0.12, -1.54, -4.57)  0.3686
H (-3.37, 0.03, 0.43)  0.3455
O (-2.88, 2.79, 1.38)  -0.5429
H (1.93, -0.98, -4.69)  0.4431
N (0.88, 0.10, 1.11)  -0.1459
C (-0.37, -0.14, 1.54)  0.5006
H (-2.92, -0.62, 2.03)  0.4379

***

4.
Entry from the OMol25 dataset: a single C3H7NO2 molecule at a distorted geometry (the ωB97M-V functional and the def2-TZVPD basis).

SMILES: C[C@H](N)C(=O)O
Lowest unoccupied orbital energy: 0.76 eV
Frontier orbital gap: 10.57 eV
Energy relative to the best compared isomer or geometry (same formula, charge and spin): 124.0 kJ/mol

Each line ends with the Mulliken charge.
Atoms and positions in Å:
H (-0.25, 2.27, 0.45)  0.3588
H (1.75, -0.58, -0.99)  0.2457
O (-0.05, -2.18, 0.62)  -0.4185
N (1.51, 0.34, -0.53)  -0.5969
C (-0.68, 1.37, 0.06)  -1.2224
H (-1.76, 1.22, 0.46)  0.2891
C (-0.55, -1.06, -0.06)  0.3301
H (-0.51, -2.78, 0.12)  0.3098
C (0.24, 0.19, 0.31)  0.5571
H (2.29, 0.72, -0.06)  0.2278
H (0.45, 0.06, 1.41)  0.1806
O (-1.53, -1.15, -0.77)  -0.5350
H (-0.91, 1.57, -1.02)  0.2738

***

5.
Entry from the OMol25 dataset: a 5-piece molecular cluster, C16H19BrCl16N4O3PS overall at a distorted geometry (the ωB97M-V functional and the def2-TZVPD basis).

Lowest unoccupied orbital energy: -3.80 eV
Charge: +1
Frontier orbital gap: 8.06 eV
Energy relative to the best compared isomer or geometry (same formula, charge and spin): 138.1 kJ/mol

Each line ends with the Mulliken charge.
Atoms and positions in Å:
Cl (-5.62, -0.77, -1.38)  -0.0829
C (0.61, -0.76, -3.61)  -0.7092
C (3.88, -0.21, 0.26)  -0.8064
C (-0.92, 0.50, 3.12)  -0.4340
H (1.19, 0.00, -4.21)  0.2991
N (1.37, -0.93, -2.34)  0.5118
H (2.11, -1.81, 2.40)  0.1583
Cl (-2.95, 4.59, 7.48)  -0.0796
C (-0.85, -0.23, -3.30)  0.4402
H (3.34, 2.03, -0.40)  0.2643
Cl (2.84, -2.94, -4.38)  -0.0675
C (2.92, 1.95, 0.64)  -0.5290
H (-1.39, 0.34, -1.26)  0.2510
H (-0.48, 2.70, 2.98)  -0.1466
Cl (-3.57, 0.52, 5.76)  -0.0272
C (-0.99, 0.86, -2.17)  -0.8254
Cl (4.68, -3.63, -6.51)  -0.0811
N (-1.84, -0.65, -3.97)  -0.5093
C (-5.82, -0.53, -3.12)  0.3820
H (-1.64, 1.70, -2.51)  0.5281
Cl (2.13, -4.98, -6.30)  -0.0726
H (4.78, 0.18, -0.26)  0.3265
H (0.03, 1.31, -1.97)  0.0379
H (3.27, 2.80, 1.28)  0.3898
Cl (-3.69, 6.03, 5.07)  -0.0957
N (2.79, -0.67, -0.64)  0.2959
O (3.48, 0.74, 1.23)  -0.3112
C (-0.37, 1.77, 2.33)  0.2427
H (-1.81, 0.84, 3.73)  -0.0659
Br (-0.35, -3.23, -1.67)  0.0519
Cl (-7.53, -0.58, -3.54)  -0.0893
H (0.96, 0.98, 0.13)  -0.1933
C (2.42, -0.19, -1.86)  0.2135
Cl (-1.92, -1.27, 7.33)  -0.1007
H (-2.71, -0.19, -3.68)  0.1913
H (4.22, -1.12, 0.84)  0.2888
Cl (2.23, -2.20, -7.11)  -0.0939
C (2.97, -3.44, -6.08)  0.3113
C (1.06, -1.92, -1.39)  0.1033
P (2.04, -2.78, 1.34)  0.1256
Cl (-1.88, 3.77, 4.92)  -0.1207
O (2.93, 0.88, -2.58)  -0.2786
H (0.87, 2.80, 0.38)  0.4469
Cl (-4.69, -1.93, 6.83)  -0.0944
H (3.24, -3.54, 1.41)  0.1586
C (1.96, -1.77, -0.26)  0.0361
S (0.42, -3.81, 1.65)  -0.2956
Cl (-2.77, -2.04, 4.67)  -0.0833
C (-3.24, -1.18, 6.15)  0.2489
O (1.05, 1.58, 2.10)  -0.4849
Cl (-5.14, 1.04, -3.58)  -0.1190
C (-3.30, 4.43, 5.75)  0.3691
Cl (-4.96, -1.82, -3.99)  -0.0804
H (0.54, -1.72, -4.19)  0.2602
C (4.30, 0.76, -2.74)  0.4733
C (1.36, 1.85, 0.72)  0.2637
H (-0.94, 1.89, 1.37)  0.1444
N (5.42, 0.90, -2.54)  -0.3798
H (-1.25, -0.29, 2.39)  0.2485
H (-0.12, 0.02, 3.75)  0.3036
Cl (-4.67, 3.34, 5.51)  -0.1089

***

6.
Entry from the OMol25 dataset: C17H29N2O6PPdS2 as an isolated structure at a distorted geometry (the ωB97M-V functional and the def2-TZVPD basis).

Lowest unoccupied orbital energy (alpha / beta): -0.65 / -0.65 eV
Frontier orbital gap (alpha / beta): 6.27 / 6.27 eV
Energy relative to the best compared isomer or geometry (same formula, charge and spin): 110.3 kJ/mol

Each line ends with the Mulliken charge.
Atoms and positions in Å:
O (-1.44, 2.24, 2.14)  -0.5072
C (-0.74, 0.02, 4.62)  -1.7968
H (2.45, 1.82, 2.34)  0.2222
C (-1.99, 0.26, -2.21)  -0.5738
O (2.04, 0.22, -0.22)  -0.4978
P (3.29, 0.49, 0.57)  0.8738
C (0.05, -0.95, -3.87)  -0.7269
H (-0.24, 0.99, 4.60)  0.3381
H (0.76, 1.59, -4.58)  0.3333
O (0.37, -0.29, 2.56)  -0.4727
H (1.08, 1.58, -2.22)  0.1909
C (0.13, -0.84, -2.33)  -0.5134
H (5.20, 1.97, 0.39)  0.4117
H (1.03, -0.85, -4.34)  0.3353
C (-0.61, -0.60, 3.25)  0.8075
H (-3.69, -3.91, 4.08)  0.3793
O (-1.31, -1.03, 0.45)  -0.0658
H (-2.39, -0.60, -1.66)  0.1054
H (3.79, -1.80, 1.01)  0.3133
C (4.26, 1.84, -0.15)  -1.1424
Pd (-0.23, 0.92, 0.72)  0.4301
H (-2.48, 1.15, -1.83)  0.5248
C (-2.31, -2.33, 3.72)  -0.6286
H (-2.78, 0.88, -4.17)  0.3214
C (-2.16, 0.09, -3.74)  -0.7093
N (-0.80, 0.18, -4.36)  0.0196
H (-0.90, 0.11, -5.37)  0.2624
S (0.62, 3.23, 0.55)  -0.3400
H (-2.88, -2.97, -0.03)  0.3310
N (-0.57, 0.36, -1.89)  1.5978
C (-3.36, -3.56, 1.97)  -0.5064
H (4.58, -1.25, -0.48)  0.3404
H (-0.46, 2.42, -2.07)  0.4946
C (3.10, 0.94, 2.30)  -0.9690
S (-1.37, 3.14, 0.98)  1.1123
H (3.66, 2.75, -0.06)  0.2695
H (-0.34, -1.70, -1.84)  0.3098
C (4.35, -0.98, 0.55)  -1.3199
H (-2.59, -0.88, -4.01)  0.3148
H (-2.13, -2.16, 4.78)  0.3586
H (5.28, -0.82, 1.11)  0.4090
H (-0.86, 2.28, -4.37)  0.3332
C (-2.72, -2.80, 1.03)  -0.7513
C (-0.18, 1.50, -4.03)  -0.8946
C (-3.17, -3.32, 3.34)  -0.8004
H (1.16, -0.78, -1.98)  0.2292
C (-1.60, -1.56, 2.79)  0.1076
H (4.08, 1.18, 2.73)  0.4879
H (-0.26, -0.62, 5.36)  0.4726
O (-1.88, 4.46, 1.22)  -0.6913
H (-0.40, -1.88, -4.21)  0.3023
C (0.02, 1.55, -2.50)  -0.5998
H (-4.03, -4.35, 1.66)  0.3933
H (2.62, 0.13, 2.84)  0.1815
H (4.47, 1.65, -1.20)  0.3254
O (-1.92, 2.48, -0.22)  -0.6336
C (-1.82, -1.74, 1.39)  0.4496
H (-1.78, 0.17, 4.90)  0.4514

***

| no. | E (eV) |
| --- | --- |
| 1 | -22391.13653 |
| 2 | -19768.99611 |
| 3 | -42802.57409 |
| 4 | -8809.24396 |
| 5 | -319515.61070 |
| 6 | -67802.92558 |